Entry 1:
This record from the Open Molecules 2025 dataset describes a cluster of 3 separate species, CH6N2O3S in total in a non-equilibrium geometry. The level of theory is wB97M-V/def2-TZVPD.

Relative energy (zero: lowest compared OMol25 entry of this formula, charge and spin), kJ/mol: 28.01
HOMO-LUMO gap, eV: 10.12
Molecular weight, g mol⁻¹: 126.14
Highest occupied orbital energy, eV: -10.19
Net charge: 0
LUMO energy, eV: -0.064
Electronic energy, eV: -21091.2440

Each line ends with the Löwdin charge.
Geometry (Å):
1 C 1.791 -0.734 -0.195  -0.402
2 N -1.451 1.666 0.243  -0.038
3 N 2.719 0.008 -0.643  0.093
4 O 1.889 -1.577 0.807  0.063
5 O -1.491 -1.167 0.816  -0.474
6 O -2.491 -0.678 -1.337  -0.457
7 S -2.531 -0.487 0.094  0.807
8 H 0.958 -0.715 -0.806  0.083
9 H -0.460 1.838 0.269  0.044
10 H -2.126 2.166 0.852  0.063
11 H -1.660 2.001 -0.738  0.074
12 H 3.612 -0.039 -0.170  0.039
13 H 1.240 -2.283 0.808  0.105

Entry 2:
This record from the Open Molecules 2025 dataset describes the molecule CH6N2OS2 in a non-equilibrium geometry. The level of theory is wB97M-V/def2-TZVPD.

Relative energy (zero: lowest compared OMol25 entry of this formula, charge and spin), kJ/mol: 283.46
HOMO-LUMO gap, eV: 9.07
Molecular weight, g mol⁻¹: 126.21
Highest occupied orbital energy, eV: -8.47
Net charge: 0
LUMO energy, eV: 0.597
Electronic energy, eV: -27830.4540

Each line ends with the Löwdin charge.
Geometry (Å):
1 C -0.761 -0.365 -0.905  -0.419
2 N 2.197 0.652 1.317  -0.326
3 N -0.020 0.616 -0.195  -0.293
4 O 0.043 -1.015 -1.858  -0.112
5 S 2.640 1.089 -1.455  0.073
6 S 1.625 -0.027 -0.133  0.550
7 H -1.677 0.120 -1.369  0.125
8 H 0.329 -0.452 -2.514  0.020
9 H -1.386 -1.110 -0.178  0.159
10 H 2.457 1.624 1.490  0.045
11 H 2.185 0.075 2.196  0.066
12 H -0.104 1.637 -0.459  0.111

Entry 3:
This record from the Open Molecules 2025 dataset describes a cluster of 2 separate species, CH6N2S in total. The level of theory is wB97M-V/def2-TZVPD.

Relative energy (zero: lowest compared OMol25 entry of this formula, charge and spin), kJ/mol: 19.24
HOMO-LUMO gap (spin up / spin down), eV: 4.68 / 6.87
Molecular weight, g mol⁻¹: 78.14
Highest occupied orbital energy (spin up / spin down), eV: -0.59 / -2.87
Net charge: -1
LUMO energy (spin up / spin down), eV: 4.083 / 3.992
Electronic energy, eV: -14948.7709
2S+1: 2

Each line ends with the Löwdin spin population.
Geometry (Å):
1 S 0.440 3.254 0.087  0.000
2 H -0.876 3.047 0.264  0.000
3 N 0.618 0.252 0.286  0.222
4 C -0.229 -0.584 -0.411  0.537
5 N -0.244 -1.978 -0.157  0.156
6 H 1.219 -0.164 0.974  0.016
7 H 0.531 1.307 0.218  0.003
8 H -0.919 -0.193 -1.144  0.049
9 H -0.849 -2.564 -0.693  0.003
10 H 0.309 -2.378 0.577  0.015

Entry 4:
This record from the Open Molecules 2025 dataset describes a cluster of 2 separate species, CH6N2S in total in a non-equilibrium geometry. The level of theory is wB97M-V/def2-TZVPD.

Relative energy (zero: lowest compared OMol25 entry of this formula, charge and spin), kJ/mol: 100.43
HOMO-LUMO gap (spin up / spin down), eV: 2.95 / 9.38
Molecular weight, g mol⁻¹: 78.14
Highest occupied orbital energy (spin up / spin down), eV: 0.94 / -5.47
Net charge: -1
LUMO energy (spin up / spin down), eV: 3.890 / 3.915
Electronic energy, eV: -14947.9294
2S+1: 2

Each line ends with the Löwdin spin population.
Geometry (Å):
1 S -2.823 -0.674 -2.127  0.559
2 H -3.862 0.016 -1.784  0.079
3 N 1.145 1.300 0.956  0.017
4 C 1.163 -0.065 0.659  0.106
5 N 2.371 -0.558 0.579  0.005
6 H 0.419 1.833 0.503  0.037
7 H 2.112 1.579 0.926  0.001
8 H 0.266 -0.706 0.832  0.055
9 H 2.174 -1.541 0.339  0.011
10 H -2.965 -1.184 -0.884  0.130

Entry 5:
This record from the Open Molecules 2025 dataset describes a cluster of 2 separate species, CH6N2S in total in a non-equilibrium geometry. The level of theory is wB97M-V/def2-TZVPD.

Relative energy (zero: lowest compared OMol25 entry of this formula, charge and spin), kJ/mol: 250.83
HOMO-LUMO gap (spin up / spin down), eV: 2.18 / 5.52
Molecular weight, g mol⁻¹: 78.14
Highest occupied orbital energy (spin up / spin down), eV: 0.36 / -2.98
Net charge: -1
LUMO energy (spin up / spin down), eV: 2.544 / 2.537
Electronic energy, eV: -14946.3706
2S+1: 2

Each line ends with the Löwdin spin population.
Geometry (Å):
1 S 0.745 -3.660 4.758  0.483
2 H 1.336 -2.807 3.885  0.232
3 N -1.561 1.539 -2.006  0.000
4 C -0.147 1.616 -2.308  0.001
5 N 0.815 1.346 -1.529  0.001
6 H -1.677 1.230 -1.061  0.000
7 H -1.839 2.511 -2.246  0.000
8 H -0.066 1.976 -3.298  0.000
9 H 1.478 0.771 -2.039  0.000
10 H 0.915 -4.524 5.845  0.283

Entry 6:
This record from the Open Molecules 2025 dataset describes a structure of composition CH6N2S in a non-equilibrium geometry. The level of theory is wB97M-V/def2-TZVPD.

Relative energy (zero: lowest compared OMol25 entry of this formula, charge and spin), kJ/mol: 51.67
HOMO-LUMO gap (spin up / spin down), eV: 11.57 / 6.86
Molecular weight, g mol⁻¹: 78.14
Highest occupied orbital energy (spin up / spin down), eV: -15.17 / -14.86
Net charge: +1
LUMO energy (spin up / spin down), eV: -3.598 / -7.999
Electronic energy, eV: -14940.6770
2S+1: 2

Each line ends with the Löwdin spin population.
Geometry (Å):
1 S 1.910 0.917 1.165  0.911
2 H 2.307 -0.413 1.409  0.033
3 N 0.100 -0.861 -0.954  0.007
4 C -0.955 -0.166 -0.523  0.004
5 N -0.925 0.667 0.471  0.008
6 H 1.038 -0.470 -0.729  0.014
7 H -0.027 -1.119 -1.881  0.000
8 H -1.950 -0.408 -0.887  0.000
9 H -1.738 0.813 1.124  0.000
10 H 0.240 1.040 0.805  0.023

Entry 7:
This record from the Open Molecules 2025 dataset describes the ion CH6N3 with charge +1 in a non-equilibrium geometry. The level of theory is wB97M-V/def2-TZVPD.

Relative energy (zero: lowest compared OMol25 entry of this formula, charge and spin), kJ/mol: 239.24
HOMO-LUMO gap, eV: 9.79
Molecular weight, g mol⁻¹: 60.08
Highest occupied orbital energy, eV: -13.81
Net charge: +1
LUMO energy, eV: -4.027
Electronic energy, eV: -5596.4651
Structure (SMILES): NNC=[NH2+]

Each line ends with the Löwdin charge.
Geometry (Å):
1 N 1.505 0.913 0.264  0.071
2 N 0.428 0.098 0.526  0.028
3 C -0.395 -0.199 -0.451  -0.078
4 N -1.526 -0.931 -0.309  0.175
5 H 1.563 1.365 -0.640  0.122
6 H 2.153 1.064 1.001  0.111
7 H 0.302 0.040 1.504  0.171
8 H -0.029 0.040 -1.387  0.140
9 H -2.090 -1.098 0.590  0.186
10 H -1.910 -1.294 -1.097  0.073

Entry 8:
This record from the Open Molecules 2025 dataset describes the ion CH6N3O with charge +1 in a non-equilibrium geometry. The level of theory is wB97M-V/def2-TZVPD.

Relative energy (zero: lowest compared OMol25 entry of this formula, charge and spin), kJ/mol: 8.55
HOMO-LUMO gap, eV: 11.92
Molecular weight, g mol⁻¹: 76.08
Highest occupied orbital energy, eV: -15.43
Net charge: +1
LUMO energy, eV: -3.511
Electronic energy, eV: -7644.4977
Structure (SMILES): N/[NH+]=C(/N)O

Each line ends with the Löwdin charge.
Geometry (Å):
1 N 1.720 0.354 0.023  0.077
2 N 0.523 -0.458 -0.059  0.031
3 C -0.682 0.072 -0.051  -0.493
4 N -1.802 -0.552 0.110  0.238
5 O -0.794 1.392 -0.031  0.128
6 H 2.481 0.200 -0.594  0.100
7 H 2.165 0.365 0.926  0.110
8 H 0.625 -1.493 -0.516  0.249
9 H -1.678 -1.580 0.185  0.163
10 H -2.751 -0.111 0.045  0.190
11 H 0.193 1.810 -0.038  0.207

Entry 9:
This record from the Open Molecules 2025 dataset describes the ion CH6N3O with charge +1 in a non-equilibrium geometry. The level of theory is wB97M-V/def2-TZVPD.

Relative energy (zero: lowest compared OMol25 entry of this formula, charge and spin), kJ/mol: 349.21
HOMO-LUMO gap, eV: 10.91
Molecular weight, g mol⁻¹: 76.08
Highest occupied orbital energy, eV: -15.61
Net charge: +1
LUMO energy, eV: -4.707
Electronic energy, eV: -7640.9670
Structure (SMILES): OC1N[NH2+]N1

Each line ends with the Löwdin charge.
Geometry (Å):
1 O -0.722 -1.571 0.149  -0.051
2 C 0.511 -0.737 0.177  -0.303
3 N 0.310 0.457 1.148  0.235
4 N -0.155 1.140 -0.291  0.128
5 N 0.566 0.129 -0.955  0.049
6 H -0.619 -2.533 -0.146  0.142
7 H 1.391 -1.409 0.372  0.171
8 H -0.319 0.370 1.841  0.069
9 H -1.149 1.236 -0.417  0.183
10 H 0.445 1.980 -0.212  0.197
11 H 0.314 -0.009 -1.950  0.180

Entry 10:
This record from the Open Molecules 2025 dataset describes the molecule CH6N4OS in a non-equilibrium geometry. The level of theory is wB97M-V/def2-TZVPD.

Relative energy (zero: lowest compared OMol25 entry of this formula, charge and spin), kJ/mol: 183.46
HOMO-LUMO gap, eV: 8.83
Molecular weight, g mol⁻¹: 122.15
Highest occupied orbital energy, eV: -8.10
Net charge: 0
LUMO energy, eV: 0.731
Electronic energy, eV: -19973.3280
Structure (SMILES): NN/C(=N/S)NO

Each line ends with the Löwdin charge.
Geometry (Å):
1 N -0.387 -0.679 -2.192  -0.023
2 N -0.850 0.349 -1.135  -0.044
3 C -0.111 0.209 0.102  -0.583
4 N -0.880 0.089 1.169  -0.283
5 S -0.022 0.539 2.662  0.727
6 N 1.191 0.106 0.071  -0.030
7 O 2.088 0.807 0.892  -0.084
8 H -0.888 -0.274 -3.060  0.089
9 H -1.074 -1.529 -1.948  0.115
10 H -1.812 0.090 -0.856  0.101
11 H -0.987 0.036 3.422  -0.163
12 H 1.635 0.006 -0.833  0.135
13 H 2.097 0.252 1.705  0.041

Entry 11:
This record from the Open Molecules 2025 dataset describes a cluster of 2 separate species, CH6N6O3 in total in a non-equilibrium geometry. The level of theory is wB97M-V/def2-TZVPD.

Relative energy (zero: lowest compared OMol25 entry of this formula, charge and spin), kJ/mol: 121.11
HOMO-LUMO gap (spin up / spin down), eV: 7.20 / 7.18
Molecular weight, g mol⁻¹: 150.10
Highest occupied orbital energy (spin up / spin down), eV: -8.68 / -8.67
Net charge: 0
LUMO energy (spin up / spin down), eV: -1.481 / -1.489
Electronic energy, eV: -16209.1152

Each line ends with the Löwdin charge.
Geometry (Å):
1 C 1.607 -0.291 -0.110  -0.537
2 N 2.547 -0.691 -0.899  0.138
3 N 1.748 -0.330 1.279  0.173
4 N 0.238 1.559 -0.206  0.138
5 N 0.589 0.416 -0.721  0.115
6 N -1.396 -0.796 0.322  0.013
7 N -2.102 0.256 0.001  -0.493
8 O -1.624 1.236 0.667  -0.099
9 O -3.082 0.297 -0.735  0.006
10 O -1.737 -1.975 -0.307  -0.047
11 H 2.254 -0.739 -1.911  0.078
12 H 2.495 -0.834 1.517  0.042
13 H 0.963 -0.253 1.877  0.086
14 H 0.563 2.032 0.636  0.160
15 H -0.459 2.118 -0.619  0.118
16 H -2.602 -2.005 -0.792  0.110

Entry 12:
This record from the Open Molecules 2025 dataset describes a cluster of 2 separate species, CH6NO2 in total in a non-equilibrium geometry. The level of theory is wB97M-V/def2-TZVPD.

Relative energy (zero: lowest compared OMol25 entry of this formula, charge and spin), kJ/mol: 78.23
HOMO-LUMO gap, eV: 7.35
Molecular weight, g mol⁻¹: 64.06
Highest occupied orbital energy, eV: -2.73
Net charge: -1
LUMO energy, eV: 4.622
Electronic energy, eV: -6719.0199

Each line ends with the Löwdin charge.
Geometry (Å):
1 O -0.526 -2.509 -0.227  -0.284
2 H 0.141 -2.724 0.435  -0.049
3 N -0.523 0.043 -0.329  -0.137
4 C 0.594 0.827 -0.013  -0.496
5 O 0.252 2.117 0.584  -0.167
6 H -0.602 -1.400 -0.147  -0.038
7 H -1.161 0.413 -1.021  -0.016
8 H 1.199 0.304 0.749  0.079
9 H 1.294 0.976 -0.859  0.073
10 H -0.669 1.953 0.829  0.034

- What is the electronic energy in the fifth record?
  -14946.3706 eV

- Among the records above, which one has the lowest electronic energy?
  CH6N2OS2